Entry 1:
Below is a cluster of 4 separate species, H6IO3 in total, with properties calculated with the ωB97M-V functional and the def2-TZVPD basis.

Properties
Energy: -14343.748 eV
Energy relative to the best compared isomer or geometry (same formula, charge and spin): 22.6 kJ/mol
2S+1: 1
Strongest force on any atom: 1.8 eV/Å
Total charge: -1

Each line ends with the Löwdin charge.
CARTESIAN COORDINATES (ANGSTROEM)
I  -1.779  -0.583  -0.662  -0.20
O  1.418  0.903  0.400  -0.09
O  0.576  0.082  -2.893  -0.18
O  -1.277  -0.674  2.971  -0.13
H  -1.840  -0.807  2.188  -0.09
H  -0.398  -0.890  2.675  0.00
H  0.466  0.853  0.344  -0.09
H  -0.155  0.036  -2.263  -0.24
H  1.708  1.560  -0.198  0.00
H  1.284  -0.475  -2.564  0.01

***

Entry 2:
Below is a structure of composition C40H33AsBBrClF5IN3O3SV, with properties calculated with the ωB97M-V functional and the def2-TZVPD basis.

Properties
Energy: -254920.921 eV
Energy relative to the best compared isomer or geometry (same formula, charge and spin): 0.0 kJ/mol
2S+1: 2
⟨S²⟩: 0.783
Strongest force on any atom: 1.3 eV/Å

Each line ends with the Löwdin charge.
CARTESIAN COORDINATES (ANGSTROEM)
I  -4.797  0.763  -3.501  1.00
Br  -4.868  -3.591  3.846  0.80
As  2.519  -1.698  1.790  1.20
V  -1.102  0.079  -0.467  0.72
Cl  -2.906  6.057  -4.337  0.70
S  0.154  1.040  1.379  0.75
F  -4.104  3.927  1.577  0.13
F  -3.123  5.409  3.652  0.13
F  0.790  2.829  3.639  0.09
F  -0.666  4.821  4.669  0.13
F  -2.658  1.917  0.559  0.06
O  -2.079  0.866  -1.788  -0.24
O  0.832  0.602  -2.780  0.15
O  2.105  -0.023  -0.982  0.09
N  -0.469  2.833  -1.140  0.11
N  -6.214  -5.216  -2.567  0.15
N  -2.207  -1.135  0.974  -0.03
C  -3.565  3.515  -3.789  -0.16
C  -3.787  -2.588  2.680  -0.68
C  -2.323  2.040  -2.356  -0.36
C  -3.403  2.245  -3.173  -0.64
C  -3.529  -1.150  0.815  -0.09
C  -0.419  -1.776  -1.244  -0.14
C  -0.876  2.301  2.046  -0.47
C  -4.007  -3.962  -2.094  -0.24
C  2.718  0.942  -4.352  0.01
C  4.108  0.866  -4.433  -0.09
C  -2.405  4.412  3.140  -0.14
C  -5.231  -4.658  -2.356  -0.19
C  4.881  0.484  -3.342  -0.09
C  3.609  -3.025  0.804  -0.44
C  0.363  3.785  -0.815  -0.10
C  4.301  0.157  -2.117  0.01
C  4.876  -3.591  1.430  -0.17
C  -2.422  -2.249  -2.662  -0.04
C  3.655  -0.107  2.002  -0.44
C  0.318  5.076  -1.390  -0.02
C  -3.595  -2.931  -2.935  -0.04
C  2.928  0.233  -2.053  -0.19
C  -3.226  -4.317  -0.994  -0.02
C  -1.580  4.360  -2.663  -0.16
C  -1.152  4.109  3.655  -0.14
C  2.647  -2.447  3.609  -0.46
C  -0.412  3.072  3.113  -0.24
C  -1.652  -1.824  1.972  -0.12
C  -2.901  3.662  2.085  -0.14
C  -2.411  -2.573  2.852  -0.08
C  -4.369  -1.863  1.650  -0.07
C  -2.679  4.523  -3.552  -0.60
C  1.909  -1.581  4.621  -0.18
C  -1.419  3.102  -2.057  -0.14
C  -1.639  -2.573  -1.551  -0.27
C  -0.651  5.364  -2.309  -0.01
C  5.092  -0.263  2.468  -0.16
C  -2.057  -3.629  -0.735  -0.05
C  -2.133  2.633  1.574  -0.22
C  2.155  0.615  -3.139  -0.19
B  0.808  0.215  -1.431  -0.61
H  1.815  -2.081  5.586  0.07
H  2.898  -3.835  0.613  0.05
H  1.044  5.817  -1.087  0.11
H  4.895  -0.136  -1.262  0.11
H  -3.925  -0.572  -0.013  0.12
H  -1.452  -3.923  0.113  0.11
H  3.814  -2.590  -0.177  0.05
H  2.431  -0.638  4.795  0.06
H  -3.537  -5.131  -0.352  0.12
H  4.596  1.112  -5.367  0.10
H  -2.122  -1.430  -3.304  0.11
H  3.593  0.418  1.048  0.04
H  3.080  0.508  2.701  0.04
H  2.203  -3.445  3.553  0.06
H  5.957  0.440  -3.446  0.10
H  0.173  -2.220  -0.436  0.07
H  5.721  -0.715  1.700  0.05
H  -0.573  -1.753  2.052  0.06
H  0.213  -1.757  -2.135  0.09
H  2.112  1.240  -5.196  0.12
H  3.687  -2.583  3.911  0.05
H  5.674  -2.853  1.492  0.05
H  -1.936  -3.123  3.650  0.11
H  -4.193  -2.658  -3.793  0.11
H  0.905  -1.321  4.276  0.05
H  5.254  -4.432  0.845  0.07
H  5.524  0.711  2.708  0.07
H  5.172  -0.883  3.363  0.06
H  1.107  3.541  -0.061  0.12
H  4.699  -3.960  2.441  0.05
H  -5.437  -1.855  1.492  0.11
H  -0.725  6.345  -2.758  0.09
H  -4.401  3.679  -4.453  0.09

***

Entry 3:
Below is the molecule C3H6ClN2OP, with properties calculated with the ωB97M-V functional and the def2-TZVPD basis.

Properties
Energy: -30042.705 eV
2S+1: 3
⟨S²⟩: 2.017
Strongest force on any atom: 6.3 eV/Å

Each line ends with the Löwdin charge.
CARTESIAN COORDINATES (ANGSTROEM)
Cl  -1.478  0.830  3.028  0.16
P  -2.157  0.795  1.067  0.40
O  -2.191  -0.653  0.713  -0.51
N  -0.593  1.171  0.284  -0.34
N  0.041  0.144  -0.099  0.02
C  -0.044  -2.472  -0.060  -0.04
C  -0.004  2.457  0.113  -0.08
C  -0.375  -0.998  -0.050  -0.17
H  -0.846  3.147  0.361  0.08
H  -0.572  -2.926  0.767  0.06
H  1.150  -2.455  0.069  0.12
H  0.889  2.569  0.819  0.12
H  -0.226  -2.927  -1.061  0.09
H  0.318  2.554  -0.931  0.09

***

- What is the formula in the first record?
  H6IO3

***

- Which of these has the lowest energy?
  C40H33AsBBrClF5IN3O3SV

***

- Which formula does entry 2 have?
  C40H33AsBBrClF5IN3O3SV

***

- strongest force on any atom of number 1 (H6IO3)?
  1.8 eV/Å